{
  "formula": "C36H41NO4RhSeTe",
  "method": "ωB97M-V/def2-TZVPD",
  "species": ["Rh", "C", "C", "C", "O", "C", "O", "O", "H", "H", "H", "H", "H", "H", "H", "C", "C", "C", "C", "C", "C", "Te", "N", "C", "O", "C", "C", "C", "C", "C", "C", "C", "C", "C", "C", "C", "C", "C", "C", "C", "C", "H", "H", "H", "H", "H", "H", "H", "H", "H", "H", "H", "H", "H", "H", "H", "H", "H", "H", "H", "H", "H", "H", "H", "C", "C", "C", "C", "C", "C", "Se", "C", "C", "C", "H", "H", "H", "H", "H", "H", "H", "H", "H", "H", "H"],
  "positions_angstrom": [[-0.0303, 0.6601, 2.1543], [1.6005, -3.1282, 2.3150], [0.7037, -2.3613, 3.2677], [0.1334, -3.2674, 4.3326], [-0.3974, -1.7764, 2.4980], [1.5646, -1.2520, 3.8898], [2.2482, -1.5489, 4.8530], [1.5514, -0.0895, 3.2934], [1.0414, -3.9151, 1.8053], [2.4210, -3.5737, 2.8781], [2.0315, -2.4562, 1.5697], [-0.4131, -4.0995, 3.8755], [-0.5352, -2.7113, 4.9982], [0.9435, -3.6582, 4.9408], [-1.2136, -1.9607, 2.9725], [-0.2557, -7.9691, -1.4943], [-0.1742, -6.4736, -1.3198], [-1.2615, -5.7438, -0.8507], [-1.1991, -4.3665, -0.6850], [-2.4096, -3.6388, -0.1378], [-0.0072, -3.6973, -1.0168], [0.1641, -1.5343, -0.7904], [-0.4390, 0.4817, 0.2024], [-0.8818, 1.5672, -0.5397], [-1.7941, 2.2848, -0.1555], [-0.2589, 1.8716, -1.8771], [-0.9602, 2.6992, -2.7498], [-0.4335, 3.0152, -3.9939], [0.8062, 2.5089, -4.3760], [1.5219, 1.7021, -3.5007], [0.9931, 1.3930, -2.2531], [-1.3600, -1.1462, -2.1964], [-2.5458, -0.5741, -1.7390], [-3.5280, -0.1968, -2.6420], [-3.3212, -0.3961, -3.9994], [-2.1424, -0.9759, -4.4467], [-1.1365, -1.3611, -3.5621], [0.1462, -1.9639, -4.0909], [1.1182, -4.4104, -1.4557], [2.4695, -3.7950, -1.7885], [0.9996, -5.7922, -1.6104], [-1.2293, -8.3525, -1.1882], [0.5106, -8.4721, -0.9011], [-0.0940, -8.2477, -2.5377], [-2.1845, -6.2629, -0.6034], [-3.1829, -4.3430, 0.1741], [-2.8425, -2.9732, -0.8877], [-2.1315, -3.0262, 0.7241], [-1.9221, 3.0836, -2.4343], [-0.9885, 3.6607, -4.6681], [1.2196, 2.7561, -5.3472], [2.4975, 1.3204, -3.7839], [1.5790, 0.8120, -1.5555], [-2.6953, -0.4030, -0.6794], [-4.4410, 0.2615, -2.2836], [-4.0771, -0.0927, -4.7147], [-1.9859, -1.1254, -5.5091], [0.1747, -1.9235, -5.1805], [0.2469, -3.0089, -3.7833], [1.0178, -1.4204, -3.7102], [2.5317, -2.7340, -1.5688], [2.6960, -3.9252, -2.8508], [3.2581, -4.2955, -1.2221], [1.8651, -6.3499, -1.9660], [1.4796, 8.8540, 3.1437], [1.0817, 7.4033, 2.9868], [0.8405, 6.8512, 1.7321], [0.4403, 5.5274, 1.5700], [0.2091, 4.9563, 0.1895], [0.2727, 4.7592, 2.7205], [-0.4656, 3.0010, 2.5262], [0.5458, 5.2542, 3.9902], [0.4465, 4.4063, 5.2397], [0.9491, 6.5816, 4.0978], [1.5156, 9.3616, 2.1776], [2.4648, 8.9452, 3.6120], [0.7664, 9.3858, 3.7795], [0.9636, 7.4681, 0.8450], [0.3727, 5.7161, -0.5761], [-0.8055, 4.5617, 0.0756], [0.8924, 4.1229, -0.0046], [0.1810, 3.3724, 5.0212], [-0.3015, 4.8085, 5.9263], [1.4040, 4.3931, 5.7626], [1.1654, 6.9814, 5.0876]],
  "forces_ev_per_angstrom": [[0.130, -0.560, -0.474], [0.005, -0.081, -0.209], [-0.238, 0.070, -0.123], [-0.180, -0.116, 0.100], [0.319, -0.036, 0.043], [0.056, 0.558, -0.012], [-0.009, 0.205, -0.186], [0.061, -0.387, 0.351], [-0.014, -0.006, -0.010], [-0.026, 0.022, -0.014], [0.003, 0.010, -0.023], [0.037, 0.078, 0.035], [0.029, -0.045, -0.032], [-0.001, -0.028, 0.031], [-0.067, 0.015, 0.035], [0.020, 0.071, -0.003], [0.038, -0.040, -0.010], [-0.037, -0.047, -0.023], [-0.022, 0.159, 0.050], [0.187, -0.065, -0.116], [-0.165, 0.009, 0.200], [0.127, -0.135, -0.266], [0.002, 0.658, 0.348], [-0.019, -0.343, -0.083], [-0.149, -0.051, 0.187], [0.235, -0.052, 0.037], [-0.042, -0.024, -0.112], [0.036, -0.029, -0.009], [-0.062, -0.002, 0.055], [-0.028, 0.010, 0.005], [0.035, 0.149, -0.032], [-0.047, 0.123, -0.085], [0.036, -0.082, -0.131], [0.026, -0.022, -0.016], [0.017, -0.009, -0.006], [-0.012, -0.013, 0.020], [0.119, -0.021, 0.035], [-0.133, 0.081, 0.122], [0.035, 0.010, -0.004], [-0.217, -0.170, 0.023], [0.060, -0.024, -0.021], [0.036, 0.025, -0.009], [-0.025, 0.011, -0.010], [-0.012, 0.008, 0.023], [0.088, 0.038, -0.012], [0.092, 0.013, -0.014], [0.016, -0.076, 0.047], [-0.002, 0.008, -0.024], [0.036, -0.022, -0.016], [0.057, -0.085, 0.069], [-0.030, -0.016, 0.043], [-0.065, 0.057, 0.035], [0.029, -0.027, 0.043], [0.020, 0.001, -0.051], [0.015, -0.014, -0.008], [0.039, -0.026, 0.032], [-0.007, 0.018, 0.017], [-0.032, 0.007, 0.059], [-0.020, 0.055, -0.011], [-0.068, -0.027, -0.028], [-0.017, 0.053, 0.018], [-0.034, 0.000, 0.065], [-0.058, 0.001, -0.028], [-0.089, 0.045, 0.047], [0.022, -0.128, -0.007], [0.023, 0.083, -0.071], [-0.010, 0.029, -0.048], [0.036, 0.122, -0.293], [-0.027, 0.054, 0.182], [0.168, -0.250, 0.086], [-0.371, 0.158, -0.146], [0.092, -0.002, 0.317], [-0.020, 0.168, -0.111], [0.017, 0.030, 0.128], [-0.003, -0.056, 0.078], [-0.096, -0.024, -0.053], [0.045, -0.042, -0.052], [-0.016, -0.051, 0.079], [0.002, -0.036, 0.055], [0.063, 0.041, 0.024], [-0.019, 0.043, 0.018], [0.017, 0.019, 0.006], [0.012, -0.005, -0.036], [-0.011, 0.005, -0.013], [-0.038, -0.043, -0.106]],
  "largest_force_ev_per_a": 0.7,
  "e_lumo_ev": [0.3278, -1.8972],
  "multiplicity": 6,
  "gap_ev": [7.76, 6.33],
  "energy_ev": -123321.5994,
  "homo_energy_ev": [-7.44, -8.23]
}